Entry P
Formula: C3H4NP
Source: OMol25
Level of theory: wB97M-V/def2-TZVPD

Structure (XYZ):
```
9
Properties=species:S:1:pos:R:3:mulliken_charge:R:1
C -1.839 0.267 -0.831 -0.15
C 1.059 0.911 -0.860 -0.58
C -0.453 -0.783 0.802 -0.25
N -1.391 -0.402 0.042 -0.09
P 1.055 0.172 0.583 0.19
H -1.754 0.098 -1.899 0.27
H 1.847 1.621 -1.043 0.23
H -0.555 -1.681 1.500 0.30
H 2.032 -0.203 1.706 0.07
```

Results
E_LUMO   0.06 eV

---

Entry Q
Formula: C3H4NP
Source: OMol25
Level of theory: wB97M-V/def2-TZVPD

Structure (XYZ):
```
9
Properties=species:S:1:pos:R:3:mulliken_charge:R:1
C -0.780 0.702 -0.041 -0.22
C 0.552 1.223 -0.001 -0.14
C 0.320 -1.232 -0.089 -0.44
N -0.927 -0.569 -0.083 -0.48
P 1.709 -0.014 -0.026 -0.08
H -1.648 1.344 -0.033 0.37
H 0.777 2.274 0.039 0.36
H 0.361 -2.000 -0.861 0.38
H 0.564 -1.713 0.855 0.26
```

Results
E_LUMO   -0.19 eV
SMILES   C1=NCP=C1

---

Entry R
Formula: C3H4NP
Source: OMol25
Level of theory: wB97M-V/def2-TZVPD

Structure (XYZ):
```
9
Properties=species:S:1:pos:R:3:mulliken_charge:R:1
C 0.691 -0.882 0.085 -0.07
C -0.234 -0.681 -0.988 -0.19
C -0.328 0.992 0.694 -0.54
N 0.697 0.045 0.921 -0.53
P -1.305 0.593 -0.909 -0.06
H 1.244 -1.837 -0.019 0.28
H -0.394 -1.350 -1.792 0.38
H 0.334 1.750 0.326 0.32
H -0.705 1.371 1.682 0.41
```

Results
E_LUMO   -0.08 eV
SMILES   C1=NCP=C1

---

Most stable structure, least stable structure: entry Q, entry P.